Entry 1:
{"formula": "C5H14N2O", "method": "ωB97M-V/def2-TZVPD", "symbols": ["C", "C", "C", "C", "C", "N", "N", "O", "H", "H", "H", "H", "H", "H", "H", "H", "H", "H", "H", "H", "H", "H"], "coordinates": [[-0.842, 0.905, -0.333], [-0.749, -1.474, 0.266], [1.831, 0.056, 0.385], [-1.078, 0.984, -1.822], [1.824, 0.134, 1.904], [-1.287, -0.244, 0.340], [-0.308, -2.117, -0.887], [-1.279, 2.050, 0.355], [-2.115, 2.375, -0.012], [-1.545, 0.008, 1.289], [0.732, 0.555, -0.045], [-0.916, -2.116, 1.117], [-0.135, -1.522, -1.681], [-0.817, -2.957, -1.133], [2.097, -0.937, 0.029], [2.552, 0.759, -0.038], [-0.498, 0.245, -2.371], [-2.136, 0.852, -2.086], [-0.766, 1.966, -2.179], [2.831, 0.105, 2.330], [1.249, -0.689, 2.329], [1.356, 1.061, 2.241]], "nbo_charge": [0.209, 0.152, -0.663, -0.665, -0.614, -0.497, -0.827, -0.723, 0.451, 0.419, 0.218, 0.183, 0.381, 0.381, 0.197, 0.193, 0.200, 0.191, 0.230, 0.197, 0.188, 0.200], "max_force_ev_per_a": 2.41, "e_lumo_ev": [0.72, 0.57], "charge": 0, "molar_mass_g_mol": 118.18, "de_lowest_kcal_mol": 111.0, "multiplicity": 1, "orbital_gap_ev": [6.9, 6.6]}

---

Entry 2:
{"formula": "C8H10O3", "method": "ωB97M-V/def2-TZVPD", "symbols": ["C", "C", "C", "C", "C", "C", "C", "C", "O", "O", "O", "H", "H", "H", "H", "H", "H", "H", "H", "H", "H"], "coordinates": [[0.106, -1.992, 1.159], [-0.983, -1.992, 0.325], [1.195, -0.995, 1.171], [0.787, 0.439, 0.626], [-1.282, -1.088, -0.719], [-0.147, 0.505, -0.478], [2.039, 1.254, 0.241], [-1.086, 1.699, -0.812], [2.357, -1.165, 1.486], [-0.175, -0.520, -1.470], [-2.463, -0.916, -1.218], [0.182, -2.778, 1.799], [-1.654, -2.668, 0.713], [0.157, 0.834, 1.611], [2.627, 1.823, 1.026], [1.608, 2.150, -0.363], [2.761, 0.627, -0.386], [-2.073, 1.446, -0.575], [-0.950, 1.834, -1.823], [-0.606, 2.444, -0.123], [-2.400, -0.940, -2.191]], "nbo_charge": [-0.331, -0.214, 0.553, -0.422, 0.488, 0.389, -0.604, -0.663, -0.555, -0.524, -0.661, 0.214, 0.225, 0.253, 0.236, 0.197, 0.243, 0.234, 0.222, 0.223, 0.496], "max_force_ev_per_a": 5.37, "e_lumo_ev": [-0.01, -0.01], "charge": 0, "molar_mass_g_mol": 154.17, "de_lowest_kcal_mol": 96.1, "multiplicity": 1, "orbital_gap_ev": [7.5, 7.5]}

---

Entry 3:
{"formula": "CH3N2S", "method": "ωB97M-V/def2-TZVPD", "symbols": ["C", "N", "N", "S", "H", "H", "H"], "coordinates": [[-0.230, -0.030, 0.201], [-0.734, -1.260, 0.094], [0.852, 0.690, 0.178], [-1.846, 0.223, -0.062], [-0.504, -1.723, -0.838], [1.725, 0.382, 0.480], [0.738, 1.720, -0.052]], "nbo_charge": [0.332, -0.542, -0.672, 0.539, 0.435, 0.446, 0.462], "max_force_ev_per_a": 2.88, "e_lumo_ev": -5.77, "charge": 1, "molar_mass_g_mol": 75.12, "de_lowest_kcal_mol": 0.0, "multiplicity": 1, "orbital_gap_ev": 9.6}

---

Entry 4:
{"formula": "C3H4NO", "method": "ωB97M-V/def2-TZVPD", "symbols": ["C", "C", "C", "N", "O", "H", "H", "H", "H"], "coordinates": [[-2.574, -0.078, 0.081], [2.304, 0.516, 0.217], [-1.376, 0.349, -0.142], [2.829, -0.426, -0.174], [-0.206, 0.399, -0.082], [-3.500, -0.252, -0.445], [-2.535, -0.699, 1.014], [1.774, 1.370, 0.258], [3.283, -1.178, -0.727]], "nbo_charge": [-0.726, 0.553, 0.732, -0.386, -0.581, 0.295, 0.296, 0.291, 0.526], "max_force_ev_per_a": 5.82, "e_lumo_ev": -5.70, "charge": 1, "molar_mass_g_mol": 70.07, "de_lowest_kcal_mol": 51.9, "multiplicity": 1, "orbital_gap_ev": 7.4}

---

What did the first record say?
{"formula": "C5H14N2O", "method": "ωB97M-V/def2-TZVPD", "symbols": ["C", "C", "C", "C", "C", "N", "N", "O", "H", "H", "H", "H", "H", "H", "H", "H", "H", "H", "H", "H", "H", "H"], "coordinates": [[-0.842, 0.905, -0.333], [-0.749, -1.474, 0.266], [1.831, 0.056, 0.385], [-1.078, 0.984, -1.822], [1.824, 0.134, 1.904], [-1.287, -0.244, 0.340], [-0.308, -2.117, -0.887], [-1.279, 2.050, 0.355], [-2.115, 2.375, -0.012], [-1.545, 0.008, 1.289], [0.732, 0.555, -0.045], [-0.916, -2.116, 1.117], [-0.135, -1.522, -1.681], [-0.817, -2.957, -1.133], [2.097, -0.937, 0.029], [2.552, 0.759, -0.038], [-0.498, 0.245, -2.371], [-2.136, 0.852, -2.086], [-0.766, 1.966, -2.179], [2.831, 0.105, 2.330], [1.249, -0.689, 2.329], [1.356, 1.061, 2.241]], "nbo_charge": [0.209, 0.152, -0.663, -0.665, -0.614, -0.497, -0.827, -0.723, 0.451, 0.419, 0.218, 0.183, 0.381, 0.381, 0.197, 0.193, 0.200, 0.191, 0.230, 0.197, 0.188, 0.200], "max_force_ev_per_a": 2.41, "e_lumo_ev": [0.72, 0.57], "charge": 0, "molar_mass_g_mol": 118.18, "de_lowest_kcal_mol": 111.0, "multiplicity": 1, "orbital_gap_ev": [6.9, 6.6]}

---

multiplicity of number 1 (C5H14N2O)? 1